(1)
ORCA calculation (the ωB97M-V functional and the def2-TZVPD basis) on an isolated ion of composition C8H8N3O2 and charge -1 at a distorted geometry.

Structure (XYZ):
```
21
Properties=species:S:1:pos:R:3:forces:R:3:nbo_charge:R:1
C 1.37558 -1.33841 -2.16345 0.94 -1.32 -1.53 -0.254
C 0.33562 -0.51251 -2.61266 1.04 0.05 -1.42 -0.211
C 1.61069 -1.43565 -0.78844 2.15 -0.84 -0.13 -0.195
C -0.52580 0.08744 -1.73185 -0.43 -0.54 0.09 -0.284
C 0.80270 -0.79078 0.09823 -1.35 -0.12 0.63 -0.118
C -0.29917 -0.13144 -0.42235 -2.48 0.13 4.14 0.218
C 0.80554 -0.75674 1.61150 -0.34 0.89 0.95 -0.424
C -0.36807 0.20969 1.94950 0.34 -0.26 0.86 -0.258
N -2.33326 1.07949 0.83115 -1.23 -0.48 0.57 -0.283
N -1.44425 0.08084 0.97316 3.83 -2.00 -3.74 -0.269
N -1.82006 2.25873 0.76933 1.86 1.58 -0.29 0.557
O -0.58029 2.45738 0.47542 -1.26 -0.07 0.15 -0.588
O -2.56948 3.21299 0.99248 -0.32 0.61 -0.23 -0.521
H 1.98085 -2.05841 -2.88905 -1.16 2.06 1.46 0.200
H 0.20467 -0.16060 -3.65256 0.23 -1.05 0.28 0.201
H 2.54183 -1.94685 -0.40111 -1.23 0.22 -0.58 0.195
H -1.43035 0.50516 -2.10184 -0.49 0.82 -0.04 0.224
H 0.69005 -1.63996 2.29859 0.36 0.10 -1.50 0.205
H 1.68608 -0.18812 1.96185 0.01 -0.61 -0.09 0.207
H -0.75621 -0.13966 2.93750 0.17 1.00 -0.45 0.180
H 0.09333 1.20743 1.86458 -0.64 -0.18 0.86 0.219
```
Forces are in eV/Å.

Summary:
- Total charge: -1
- LUMO level: 3.469 eV
- E: -16986.1959 eV
- Relative energy (zero: lowest compared OMol25 entry of this formula, charge and spin): 4.041 eV
- Max |F|: 5.7 eV/A

---

(2)
ORCA calculation (the ωB97M-V functional and the def2-TZVPD basis) on an isolated ion of composition C8H8N3OS and charge -1 at a distorted geometry.

Structure (XYZ):
```
21
Properties=species:S:1:pos:R:3:forces:R:3:nbo_charge:R:1
C 1.91089 -0.02840 -1.93634 -1.99 -1.89 0.75 -0.087
C 1.57341 -1.32777 -2.15169 1.29 0.39 -0.52 -0.110
C -0.03149 -0.35875 -1.16870 -0.17 0.98 1.16 0.325
C 0.01637 -0.12831 2.46168 -0.74 -0.20 -1.99 -0.367
C -0.61925 1.05328 2.13243 1.28 0.46 0.44 -0.374
C 0.53177 -1.07163 1.62363 -0.18 -0.63 1.12 -0.202
C -0.61605 1.73411 0.83782 0.20 2.19 -0.60 -0.332
C -1.26582 -0.11402 -0.53326 -0.82 0.96 0.36 -0.114
N 0.89650 0.57846 -1.24458 -0.01 -0.68 -1.48 -0.505
N 0.30589 -1.58749 -1.73540 0.10 4.67 -0.71 -0.554
N -1.63605 1.02336 0.05555 -0.77 -1.44 -0.86 0.128
O -2.88887 1.36776 0.15243 1.06 -0.36 0.15 -0.585
S 1.19416 -2.38630 1.00423 0.36 0.34 0.34 -0.111
H 2.76529 0.46669 -2.19719 2.07 1.07 -0.57 0.188
H 2.15299 -2.11392 -2.48290 1.19 -1.34 -0.93 0.190
H -0.30982 -0.33877 3.45737 0.57 -1.20 0.71 0.236
H -1.17074 1.44697 2.96526 -0.32 0.59 -0.12 0.183
H -1.14084 2.70330 1.04368 0.89 -0.37 -0.66 0.211
H 0.32484 1.79697 0.11636 -1.79 0.02 2.17 0.269
H -2.03561 -0.77973 -0.75387 -1.42 -0.90 -0.25 0.195
H 0.10176 -2.36936 -1.22536 -0.80 -2.66 1.47 0.415
```
Forces are in eV/Å.

Summary:
- Total charge: -1
- LUMO level (spin up / spin down): 3.156 / 3.178 eV
- E: -25773.7830 eV
- Relative energy (zero: lowest compared OMol25 entry of this formula, charge and spin): 2.449 eV
- Max |F|: 4.7 eV/A

---

(3)
ORCA calculation (the ωB97M-V functional and the def2-TZVPD basis) on a 2-piece molecular cluster, C8H8N4 overall at a distorted geometry.

Structure (XYZ):
```
20
Properties=species:S:1:pos:R:3:forces:R:3:nbo_charge:R:1
N -2.27350 0.41869 1.22664 0.99 -0.29 -0.86 -0.384
N -1.94373 3.12837 0.59153 0.17 -1.42 -2.80 -0.376
C -2.40384 1.37727 2.08837 -1.04 1.44 1.74 0.008
C -2.21395 2.75287 1.80212 0.19 0.07 -0.17 -0.009
C -1.84704 0.76695 -0.02496 0.09 0.48 1.17 -0.032
C -1.79281 2.11620 -0.35652 -0.01 0.74 0.48 -0.032
H -2.77319 1.17197 3.10179 0.21 -0.44 -0.39 0.190
H -2.28047 3.63621 2.45088 -0.13 -1.01 0.59 0.210
H -1.44408 -0.07690 -0.60041 -0.69 0.63 -0.35 0.216
H -1.66726 2.46191 -1.39109 0.25 -0.22 0.54 0.207
N 0.84192 -2.13159 -1.63791 1.68 1.93 1.15 -0.374
N 3.29247 -1.66616 -0.16955 -1.23 -0.13 -0.71 -0.374
C 0.88526 -1.95520 -0.28614 1.22 -1.55 -0.14 -0.010
C 2.12601 -1.91085 0.45459 -0.60 0.73 -1.63 -0.011
C 2.03100 -1.78960 -2.24724 0.06 -0.37 0.83 -0.029
C 3.20912 -1.51895 -1.52798 -0.72 0.43 1.20 -0.028
H -0.03923 -2.03189 0.30126 0.22 -0.09 -0.53 0.205
H 2.11415 -2.00190 1.54875 0.10 0.07 -0.54 0.207
H 2.10184 -1.72282 -3.34091 -0.47 -0.27 0.48 0.206
H 4.07737 -1.02454 -1.98328 -0.30 -0.73 -0.07 0.208
```
Forces are in eV/Å.

Summary:
- LUMO level: 0.100 eV
- E: -14384.1602 eV
- Relative energy (zero: lowest compared OMol25 entry of this formula, charge and spin): 2.278 eV
- Max |F|: 3.1 eV/A

---

(4)
ORCA calculation (the ωB97M-V functional and the def2-TZVPD basis) on a 2-piece molecular cluster, C8H8N4O4 overall at a distorted geometry.

Structure (XYZ):
```
24
Properties=species:S:1:pos:R:3:forces:R:3:nbo_charge:R:1
C -2.36890 0.62676 0.45046 5.54 0.70 -1.92 0.630
C -3.58836 1.21260 0.89053 -1.20 -2.57 1.84 -0.368
C -4.29921 0.30420 1.72557 -0.83 2.28 -2.00 0.088
C -2.82044 -1.49729 1.89031 5.14 -5.17 -3.09 0.760
C 4.12462 0.18731 -1.85572 0.88 -1.75 -1.72 0.653
C 3.61766 1.61069 -2.02528 -1.50 -3.12 1.27 -0.449
C 2.24394 1.72374 -1.71001 4.18 7.06 -2.17 0.105
C 2.00790 -0.13565 -0.45196 -0.15 -1.64 1.03 0.784
H -1.29176 -1.09989 0.62504 3.92 -1.95 -1.38 0.433
H -3.89047 2.23386 0.53057 -0.02 -1.59 0.54 0.276
H -5.37793 0.48769 1.76872 0.41 0.24 0.92 0.219
H -4.63079 -1.24906 3.16237 2.92 0.52 -3.59 0.469
H 3.61049 -1.60848 -0.89628 -1.54 2.92 0.64 0.453
H 4.35833 2.37667 -2.23300 -0.80 0.07 -0.48 0.254
H 1.82214 2.79258 -1.77948 0.61 -1.65 -0.48 0.213
H 0.44632 1.15112 -0.79492 1.20 -0.09 -0.35 0.487
N -2.07773 -0.71503 0.94784 -5.24 4.32 1.54 -0.606
N -3.94968 -0.93825 2.26561 -4.35 1.92 3.22 -0.601
N 3.25965 -0.55680 -0.88867 2.63 -1.21 -2.46 -0.683
N 1.44851 0.95593 -1.06984 -2.09 -2.81 1.48 -0.609
O -1.47660 1.24074 -0.30955 -3.72 -2.77 2.92 -0.676
O -2.38572 -2.69492 2.02003 -2.13 4.16 0.89 -0.606
O 5.04900 -0.44928 -2.49599 -3.79 2.86 3.26 -0.607
O 1.39896 -0.65898 0.45415 -0.07 -0.73 0.09 -0.617
```
Forces are in eV/Å.

Summary:
- LUMO level: -0.706 eV
- E: -22574.5046 eV
- Relative energy (zero: lowest compared OMol25 entry of this formula, charge and spin): 4.426 eV
- Max |F|: 8.5 eV/A

---

(5)
ORCA calculation (the ωB97M-V functional and the def2-TZVPD basis) on C8H8NO6Sc as an isolated structure at a distorted geometry.

Structure (XYZ):
```
24
Properties=species:S:1:pos:R:3:forces:R:3:nbo_charge:R:1
O 1.13259 -1.09985 -5.39201 -2.26 1.92 2.87 -0.270
C 0.72894 -0.72214 -4.36830 3.52 -2.56 -1.53 0.482
Sc 0.53213 -0.54422 -1.38391 -1.13 1.20 0.51 0.813
C 2.58355 -0.53945 -0.41309 6.50 0.38 2.47 0.499
O 3.65317 -0.39151 0.02899 -5.40 -0.75 -2.10 -0.305
C -0.78529 1.24896 -1.89139 -2.26 4.88 -1.09 0.446
O -1.21636 2.30540 -2.14322 1.67 -4.65 1.13 -0.334
C -0.23746 -2.27353 -2.40431 -3.28 -3.42 -3.24 0.410
O -0.89637 -3.02129 -2.99628 2.53 2.33 2.17 -0.317
C 1.80273 1.25171 -2.33911 2.26 4.09 -3.27 0.490
O 2.23836 2.14071 -2.93858 -1.72 -3.75 2.67 -0.316
H 0.05046 -0.04090 -3.66447 -0.92 0.27 -0.37 0.134
C -0.09886 1.31749 2.04822 -0.12 -0.27 -0.16 -0.418
N -0.82677 0.08508 2.36328 0.40 -1.33 -1.07 -0.321
C -1.41860 -0.14040 3.69105 -0.51 -0.56 0.70 -0.438
C -0.88359 -0.95358 1.53511 -0.17 1.49 1.30 0.578
O -0.48614 -0.96659 0.33715 0.91 0.24 -0.59 -0.746
H -0.53329 2.12735 2.62219 0.06 0.12 0.00 0.259
H -0.21036 1.53385 0.98691 -0.10 0.11 -0.01 0.195
H 0.96931 1.21672 2.27412 -0.23 -0.01 0.17 0.231
H -2.50267 -0.29903 3.58401 0.31 0.47 0.06 0.242
H -1.04280 -1.09548 4.09495 0.14 0.61 0.08 0.236
H -1.21770 0.69023 4.38705 0.01 -0.44 -0.49 0.256
H -1.33497 -1.82953 1.98161 -0.21 -0.36 -0.21 0.195
```
Forces are in eV/Å.

Summary:
- Total charge: +2
- LUMO level (spin up / spin down): -9.283 / -9.311 eV
- E: -42880.9270 eV
- Relative energy (zero: lowest compared OMol25 entry of this formula, charge and spin): 1.322 eV
- Max |F|: 7.0 eV/A

---

(6)
ORCA calculation (the ωB97M-V functional and the def2-TZVPD basis) on one molecule with the formula C8H8O2 at a distorted geometry.

Structure (XYZ):
```
18
Properties=species:S:1:pos:R:3:forces:R:3:nbo_charge:R:1
C -1.29932 1.25837 -1.26560 1.49 -1.16 -0.15 -0.344
C -2.75333 1.34615 -1.26618 -1.76 -1.24 1.46 -0.284
C -0.42442 0.55177 -0.56210 -1.64 -0.59 2.06 0.148
C -3.45833 0.47149 -0.49898 2.67 0.68 -0.41 0.280
C -1.81553 -0.64110 1.19357 2.13 1.13 -0.75 0.064
C -2.98813 -0.38164 0.51019 -0.85 0.02 -1.10 0.352
C 1.35875 -1.24450 -0.19101 2.35 1.81 -1.27 -0.588
C 1.00249 0.31985 -0.25169 -0.33 -1.32 3.84 -0.505
O -4.36588 0.02534 0.46226 -0.29 0.36 0.17 -0.405
O -2.48170 -1.70478 0.55684 -0.05 -0.02 0.05 -0.446
H -0.87254 1.80440 -2.08139 0.42 0.63 -0.53 0.210
H -3.10508 2.15574 -1.84971 -0.85 0.46 -0.38 0.220
H -1.22105 -0.59467 2.10114 -0.63 -0.34 -0.02 0.223
H 2.18863 -1.43302 0.53213 -0.23 0.37 -0.86 0.208
H 1.60981 -1.70115 -1.19393 -0.37 0.55 1.13 0.213
H 0.56132 -1.72862 0.25629 -1.89 -0.99 0.47 0.212
H 1.68478 1.01139 -0.66387 0.89 0.35 -1.58 0.228
H 1.21464 0.66164 0.88972 -1.04 -0.71 -2.12 0.215
```
Forces are in eV/Å.

Summary:
- LUMO level (spin up / spin down): 0.187 / 0.142 eV
- E: -12511.1654 eV
- Relative energy (zero: lowest compared OMol25 entry of this formula, charge and spin): 8.326 eV
- Max |F|: 4.1 eV/A

---

(7)
ORCA calculation (the ωB97M-V functional and the def2-TZVPD basis) on one molecule with the formula C8H8OS2 at a distorted geometry.

Structure (XYZ):
```
19
Properties=species:S:1:pos:R:3:forces:R:3:nbo_charge:R:1
C 3.06694 1.57643 -0.24748 -1.60 -0.85 0.67 -0.287
C 4.10372 0.72473 -0.12789 -1.83 -0.23 -0.25 -0.354
C 1.84066 0.88558 -0.13260 -1.49 -0.50 -0.91 -0.123
C 1.91875 -0.47217 -0.14019 1.46 -0.28 0.53 -0.386
C 0.70173 -1.29518 -0.09306 0.28 2.30 0.01 0.577
C -0.60438 -0.28189 -0.14544 2.25 -0.72 0.45 -0.142
C -1.30371 -0.63639 1.21424 0.75 1.81 -0.59 -0.634
C -1.36637 -0.58190 -1.43891 1.64 -0.19 0.13 -0.631
O 0.67236 -2.47904 0.06137 -0.64 -0.56 -0.20 -0.539
S 3.63638 -0.89547 -0.02803 -0.93 -0.81 -0.10 0.474
S 0.18358 1.49435 -0.17437 -0.49 -1.22 0.17 0.236
H 2.97110 2.60523 -0.36791 0.87 1.70 -0.10 0.231
H 5.08307 1.00324 -0.14946 2.59 0.45 -0.02 0.232
H -2.19520 -1.24271 1.19878 -0.24 -0.09 -0.45 0.225
H -1.47437 0.33145 1.66378 -0.71 0.10 0.42 0.225
H -0.57872 -1.09657 1.85771 0.25 -0.44 0.32 0.225
H -0.65522 -1.12408 -2.10282 -0.88 0.21 0.20 0.224
H -1.79705 0.22935 -1.99920 -0.05 0.56 0.16 0.229
H -2.12589 -1.19692 -1.05377 -1.24 -1.24 -0.43 0.220
```
Forces are in eV/Å.

Summary:
- LUMO level: 0.093 eV
- E: -32142.5952 eV
- Relative energy (zero: lowest compared OMol25 entry of this formula, charge and spin): 0.772 eV
- Max |F|: 2.6 eV/A

---

(8)
ORCA calculation (the ωB97M-V functional and the def2-TZVPD basis) on one molecule with the formula C8H8Se at a distorted geometry.

Structure (XYZ):
```
17
Properties=species:S:1:pos:R:3:forces:R:3:nbo_charge:R:1
C 2.28617 -0.64059 -0.13277 0.59 -1.95 1.43 -0.227
C 1.76253 -1.95685 0.06408 -0.32 0.38 0.40 -0.195
C 1.42842 0.41752 -0.30558 0.42 2.72 0.15 -0.187
C 0.33434 -2.09205 0.00860 -0.18 -2.92 0.56 -0.342
C 0.03828 0.29788 -0.37032 -0.01 0.50 -0.07 -0.166
C -0.39099 -0.97663 -0.21995 -2.49 0.72 -0.16 0.205
C -0.89293 1.48315 -0.44496 -2.13 0.32 -0.55 -0.435
C -2.09408 1.28842 0.48376 -2.08 -0.47 -2.57 -0.532
Se -3.21573 -0.23322 -0.12911 3.02 -0.57 0.32 0.031
H 3.35781 -0.48116 0.14198 -1.01 -0.02 -0.73 0.228
H 2.43975 -2.80252 0.42770 -1.19 1.24 -0.84 0.235
H 1.81149 1.49418 -0.24628 -0.29 -1.67 -0.37 0.220
H -0.27444 -3.08175 0.21509 1.74 1.96 -0.45 0.259
H -0.47387 2.36073 0.07646 0.61 0.11 -1.38 0.229
H -1.42376 1.60294 -1.52463 1.93 0.15 2.29 0.248
H -1.87938 1.20440 1.47934 1.02 -0.74 2.55 0.202
H -2.81361 2.11558 0.47659 0.36 0.25 -0.58 0.225
```
Forces are in eV/Å.

Summary:
- LUMO level (spin up / spin down): -1.439 / -1.437 eV
- E: -73767.9618 eV
- Relative energy (zero: lowest compared OMol25 entry of this formula, charge and spin): 2.815 eV
- Max |F|: 3.3 eV/A